1.
The following is a quantum chemistry calculation of one molecule with the formula C5H6N2O2S in a non-equilibrium geometry, from OMol25.

Each line ends with the natural charge from an NBO analysis.
Element x y z (Å)
C1 0.290 -0.582 -0.947  -0.22
C2 0.211 -0.341 0.365  -0.09
C3 0.070 0.409 -1.931  0.12
C4 -0.142 1.010 1.008  0.54
C5 0.327 -1.532 1.256  -0.65
N1 -0.991 1.181 -2.209  -0.72
N2 -0.283 0.861 2.313  0.13
O1 -0.575 1.882 0.271  -0.55
O2 0.386 0.659 3.317  -0.16
S1 1.513 0.540 -2.795  -0.15
H1 0.752 -1.560 -1.180  0.27
H2 0.896 -1.547 2.228  0.22
H3 -0.654 -1.709 1.657  0.22
H4 0.770 -2.328 0.809  0.22
H5 -1.646 0.998 -1.484  0.40
H6 -0.922 2.059 -2.679  0.43

SMILES: C/C(=C/C(N)=S)C(=O)N=O
HOMO-LUMO gap (spin up / spin down): 6.0700 / 6.3287 eV
Lowest unoccupied orbital energy (spin up / spin down): -2.11 / -1.86 eV
Strongest force on any atom: 5.56 eV/A
Energy above the lowest of the compared OMol25 structures with the same formula, charge and spin: 6.405 eV
E_HOMO (spin up / spin down): -8.18 / -8.19 eV
Multiplicity: 1

2.
The following is a quantum chemistry calculation of C5H6N2O3 as an isolated structure in a non-equilibrium geometry, from OMol25.

Each line ends with the natural charge from an NBO analysis.
Element x y z (Å)
O1 -1.758 2.605 2.569  -0.60
C1 -1.544 1.995 1.539  0.85
N1 -1.511 2.381 0.239  -0.61
C2 -0.874 1.407 -0.529  -0.08
C3 -0.550 0.415 0.315  0.24
C4 0.433 -0.704 0.337  -0.56
C5 0.926 -1.174 -0.969  0.43
N2 0.646 -1.401 -2.124  -0.41
O2 -1.080 0.716 1.556  -0.45
H1 -1.886 3.263 -0.083  0.43
H2 -0.709 1.483 -1.596  0.25
H3 1.309 -0.418 0.942  0.26
H4 -0.021 -1.563 0.858  0.28
O3 2.416 -3.041 -0.974  -1.16
H5 2.483 -3.060 -0.007  0.52
H6 1.719 -2.905 -2.072  0.62

HOMO-LUMO gap: 9.2895 eV
Lowest unoccupied orbital energy: 0.13 eV
Strongest force on any atom: 7.14 eV/A
Energy above the lowest of the compared OMol25 structures with the same formula, charge and spin: 4.054 eV
E_HOMO: -9.16 eV
Multiplicity: 1

3.
The following is a quantum chemistry calculation of one molecule with the formula C5H6N2O3 in a non-equilibrium geometry, from OMol25.

Each line ends with the natural charge from an NBO analysis.
Element x y z (Å)
O1 -1.133 -1.312 1.380  -0.50
C1 -1.705 -1.385 0.319  0.41
C2 -1.706 -0.284 -0.693  -0.18
C3 -2.098 1.089 -0.188  -0.18
N1 -0.755 0.786 -0.565  -0.42
C4 0.361 0.873 0.226  0.63
O2 0.559 1.771 1.014  -0.51
C5 1.380 -0.230 -0.044  0.47
N2 1.746 -0.600 -1.234  -0.73
H1 -2.265 -2.295 0.022  0.13
H2 -1.994 -0.567 -1.708  0.22
H3 -2.657 1.743 -0.857  0.22
H4 -2.302 1.189 0.882  0.23
O3 2.432 -0.241 0.730  -0.64
H5 1.005 -0.486 -1.921  0.35
H6 3.114 -0.552 -0.185  0.51

SMILES: [H]/N=C(/O)C(=O)N1C[C@@H]1C=O
HOMO-LUMO gap: 10.0650 eV
Lowest unoccupied orbital energy: -0.07 eV
Strongest force on any atom: 4.37 eV/A
Energy above the lowest of the compared OMol25 structures with the same formula, charge and spin: 3.144 eV
E_HOMO: -10.13 eV
Multiplicity: 1

4.
The following is a quantum chemistry calculation of one molecule with the formula C5H6N2O3S in a non-equilibrium geometry, from OMol25.

Each line ends with the natural charge from an NBO analysis.
Element x y z (Å)
C1 4.028 0.806 -0.795  -0.67
C2 2.900 0.314 -0.093  0.45
C3 0.962 -0.496 0.229  0.30
C4 -1.608 0.492 0.293  -0.68
C5 -3.081 0.275 -0.085  0.77
H1 4.405 0.387 -1.645  0.25
H2 4.928 1.000 -0.059  0.26
H3 3.691 1.830 -1.374  0.23
H4 -1.500 0.474 1.552  0.26
H5 -1.256 1.516 -0.059  0.24
H6 -3.494 2.206 0.732  0.51
N1 2.796 -0.091 1.111  -0.30
N2 1.490 -0.557 1.324  -0.29
O1 -3.919 1.207 0.274  -0.66
O2 -3.479 -0.727 -0.660  -0.56
O3 1.743 -0.012 -0.732  -0.43
S1 -0.671 -0.935 -0.284  0.31

SMILES: Cc1nnc(SCC(=O)O)o1
HOMO-LUMO gap: 9.3523 eV
Lowest unoccupied orbital energy: -0.22 eV
Strongest force on any atom: 6.08 eV/A
Energy above the lowest of the compared OMol25 structures with the same formula, charge and spin: 3.551 eV
E_HOMO: -9.57 eV
Multiplicity: 1

5.
The following is a quantum chemistry calculation of one molecule with the formula C5H6N2O3S in a non-equilibrium geometry, from OMol25.

Each line ends with the Mulliken spin population.
Element x y z (Å)
C1 -1.501 0.890 0.805  0.02
C2 -0.514 1.982 0.261  0.00
C3 0.846 1.532 0.165  0.69
C4 1.716 1.592 -1.026  0.03
C5 -1.695 -1.516 1.134  0.00
N1 0.404 -0.499 0.575  0.73
N2 -0.911 -0.321 0.895  0.11
O1 -2.650 1.126 1.087  0.10
O2 -0.939 3.085 0.020  0.16
O3 2.803 0.072 1.219  0.02
S1 1.449 0.425 1.555  0.05
H1 1.625 0.695 -1.641  0.05
H2 2.760 1.674 -0.721  0.02
H3 1.421 2.449 -1.637  0.01
H4 -2.612 -1.211 1.633  0.00
H5 -1.928 -2.007 0.187  0.01
H6 -1.129 -2.200 1.765  0.00

HOMO-LUMO gap (spin up / spin down): 7.6574 / 7.1674 eV
Lowest unoccupied orbital energy (spin up / spin down): -0.35 / -2.79 eV
<S²>: 2.019
Strongest force on any atom: 3.88 eV/A
Energy above the lowest of the compared OMol25 structures with the same formula, charge and spin: 2.085 eV
E_HOMO (spin up / spin down): -8.01 / -9.95 eV
Multiplicity: 3

6.
The following is a quantum chemistry calculation of a 2-piece molecular cluster, C5H6N2O5 overall in a non-equilibrium geometry, from OMol25.

Each line ends with the natural charge from an NBO analysis.
Element x y z (Å)
C1 -1.643 0.071 0.401  0.49
C2 0.839 -1.144 -1.754  -0.23
C3 -0.945 -1.141 1.034  0.32
C4 1.232 -0.037 -1.225  0.04
C5 -1.705 1.153 1.408  -0.73
N1 0.413 1.093 -1.500  0.13
N2 2.449 -0.070 -0.285  0.52
O1 0.561 2.117 -0.891  -0.26
O2 2.709 -1.162 0.174  -0.38
O3 -1.938 0.229 -0.756  -0.48
O4 -1.205 -2.259 0.748  -0.45
O5 3.038 0.947 -0.093  -0.32
H1 1.490 -1.918 -1.544  0.23
H2 -0.027 -1.189 -2.449  0.26
H3 -0.255 -0.948 1.855  0.12
H4 -1.378 0.760 2.352  0.21
H5 -2.639 1.635 1.475  0.25
H6 -0.997 1.863 1.046  0.26

SMILES: C=C(N=O)[N+](=O)[O-].CC(=O)C=O
HOMO-LUMO gap: 8.4237 eV
Lowest unoccupied orbital energy: -1.32 eV
Strongest force on any atom: 2.59 eV/A
Energy above the lowest of the compared OMol25 structures with the same formula, charge and spin: 8.331 eV
E_HOMO: -9.74 eV
Multiplicity: 1